Molecular formula: C42H51F9N6O6
Method: DFT, ωB97M-V/def2-TZVPD

Summary:
- Frontier orbital gap: 8.358 eV
- Relative energy (zero: lowest compared OMol25 entry of this formula, charge and spin): 39.5 kJ/mol
- SMILES: CCOC(=O)C(F)(F)F.CCOC(=O)C(F)(F)F.CCOC(=O)C(F)(F)F.c1cc[nH]c1.c1cc[nH]c1.c1cc[nH]c1.c1cc[nH]c1.c1cc[nH]c1.c1cc[nH]c1.c1ccccc1
- Highest occupied orbital energy: -0.2968 Eh

Structure (ORCA input):
```
! RIJCOSX wB97M-V def2-TZVPD def2/J DEFGRID3
* xyz 0 1
C -6.5139 -1.1244 -1.0445
C -5.5363 -2.0444 -1.7609
O -4.9481 -2.9382 -0.8145
C -3.9870 -3.7176 -1.2939
O -3.6753 -3.8230 -2.4375
C -3.2296 -4.5593 -0.2330
F -1.9589 -4.1477 -0.2384
F -3.7130 -4.4115 1.0026
F -3.2700 -5.8461 -0.5425
H -6.6562 -0.2255 -1.6472
H -6.1454 -0.7538 -0.0888
H -7.4733 -1.6284 -0.9321
H -4.7336 -1.4143 -2.1511
H -6.0438 -2.5641 -2.5721
C 4.0793 -2.7978 -0.7480
C 4.6041 -4.0866 -1.3835
O 5.6904 -3.7845 -2.2781
C 5.6502 -4.3470 -3.4894
O 4.7666 -5.0398 -3.8781
C 6.8585 -3.9133 -4.3568
F 7.6505 -3.0851 -3.6745
F 7.5811 -4.9375 -4.7757
F 6.3605 -3.2576 -5.4115
H 4.9088 -2.1028 -0.6159
H 3.8224 -3.0504 0.2837
H 3.2104 -2.3957 -1.2586
H 3.8255 -4.6370 -1.9050
H 5.0540 -4.7055 -0.6066
C 1.9918 0.0989 0.4106
C 0.5439 -0.2266 0.7592
O -0.2468 -0.0262 -0.4151
C -1.5226 -0.2564 -0.3732
O -2.0640 -0.7853 0.5579
C -2.2924 0.1615 -1.6141
F -2.5694 -0.9394 -2.3294
F -3.4117 0.7876 -1.2411
F -1.6044 0.9900 -2.4133
H 2.1296 1.1767 0.2992
H 2.3487 -0.4348 -0.4633
H 2.6183 -0.0558 1.2887
H 0.1782 0.4782 1.5059
H 0.4610 -1.2504 1.1224
C 1.0496 3.4577 -0.6645
C 0.3478 3.5309 0.5583
C 1.1552 4.2152 1.4410
N 2.3669 4.4341 0.8428
C 2.3016 3.9761 -0.4433
H 0.6756 3.0291 -1.5798
H -0.6286 3.1284 0.7757
H 1.0179 4.4401 2.4870
H 3.1134 4.8613 1.3559
H 3.1656 4.0070 -1.0856
C -5.0642 4.9702 -1.9220
C -5.9738 6.0277 -1.7125
C -6.8211 5.6221 -0.7174
N -6.5002 4.3477 -0.3423
C -5.4093 3.9402 -1.0767
H -4.2900 4.9541 -2.6729
H -6.0154 6.9873 -2.1982
H -7.5807 6.1807 -0.1940
H -6.8788 3.8300 0.4264
H -4.9281 2.9939 -0.8960
C 4.9015 -0.1935 2.7745
C 5.6637 -1.1102 3.5527
C 6.8009 -1.3664 2.8220
N 6.7405 -0.6848 1.6612
C 5.5574 0.0504 1.5996
H 3.9096 0.1881 2.9600
H 5.2958 -1.5339 4.4711
H 7.6246 -2.0368 3.0083
H 7.4076 -0.7002 0.9129
H 5.3987 0.7322 0.7807
C -5.1749 1.8219 -3.9821
C -6.3568 1.0584 -4.2592
C -6.0073 0.0841 -5.1419
N -4.6498 0.0808 -5.2943
C -4.1609 1.2079 -4.6614
H -5.1393 2.6707 -3.3240
H -7.3049 1.2346 -3.7777
H -6.6147 -0.7175 -5.5345
H -4.0712 -0.5947 -5.7522
H -3.1267 1.4928 -4.7701
C -2.8680 -2.1373 5.3726
C -1.5477 -2.5999 5.3252
C -1.1616 -2.7454 4.0089
N -2.2379 -2.3384 3.2687
C -3.2751 -1.9783 4.0610
H -3.4776 -1.9015 6.2288
H -0.9655 -2.8516 6.2000
H -0.2696 -3.0887 3.5170
H -2.2280 -2.2329 2.2663
H -4.2331 -1.6232 3.7212
C 4.8270 1.6072 -2.3241
C 6.0341 0.9353 -2.7202
C 5.6365 -0.2329 -3.2788
N 4.2646 -0.3616 -3.2518
C 3.7824 0.7939 -2.7231
H 4.7633 2.5933 -1.8981
H 7.0151 1.3165 -2.4990
H 6.2396 -1.0308 -3.6828
H 3.7102 -1.1066 -3.6245
H 2.7146 0.9334 -2.6472
C 0.7457 1.4004 6.8714
C -0.1475 0.6768 6.1109
C -0.1844 0.8600 4.7256
C 0.7788 1.6612 4.1403
C 1.6884 2.4094 4.9240
C 1.6509 2.2872 6.3057
H 0.7260 1.2934 7.9499
H -0.8913 0.0588 6.5949
H -0.9024 0.4142 4.0482
H 0.7212 1.8758 3.0792
H 2.3041 3.1239 4.3944
H 2.2524 2.9916 6.8651
*
```